Record 1
Entry from the Open Molecules 2025 dataset: a structure of composition C2H5Br2N2 (ωB97M-V/def2-TZVPD).

Output
HOMO	-14.33	eV
E_LUMO	-5.2	eV
largest force on an atom	3.8	eV/A
multiplicity	1
net charge	+1
energy relative to the best compared isomer or geometry (same formula, charge and spin)	31.1	kcal/mol

Structure (XYZ):
```
11
C2H5Br2N2, DFT ωB97M-V/def2-TZVPD
C 0.124 0.000 -0.077
C -0.438 -0.426 1.144
N -0.604 -0.039 -1.243
N 1.328 0.480 -0.053
Br -2.318 -0.668 -1.240
Br -0.038 0.672 -2.882
H -0.254 -1.519 1.180
H -1.466 -0.019 1.117
H 0.163 0.031 2.050
H 1.819 0.461 0.819
H 1.685 1.026 -0.816
```

***

Record 2
Entry from the Open Molecules 2025 dataset: the molecule C2H5BrClN (ωB97M-V/def2-TZVPD).

Output
HOMO	-9.52	eV
E_LUMO	0.5	eV
largest force on an atom	2.9	eV/A
multiplicity	1
net charge	0
energy relative to the best compared isomer or geometry (same formula, charge and spin)	59.4	kcal/mol
SMILES	ClNCCBr

Structure (XYZ):
```
10
C2H5BrClN, DFT ωB97M-V/def2-TZVPD
C -1.181 0.069 -0.245
C 0.359 -0.468 -0.065
N 1.662 0.309 -0.001
Cl 1.847 1.066 1.593
Br -2.216 -0.107 1.360
H -1.383 1.128 -0.683
H -1.577 -0.675 -1.101
H 0.420 -1.100 0.909
H 0.438 -1.143 -0.914
H 1.629 0.921 -0.852
```

***

Record 3
Entry from the Open Molecules 2025 dataset: a cluster of 2 separate species, C2H5BrN3 in total (ωB97M-V/def2-TZVPD).

Output
HOMO	-15.35	eV
E_LUMO	-6.4	eV
largest force on an atom	3.0	eV/A
multiplicity	1
net charge	+1
energy relative to the best compared isomer or geometry (same formula, charge and spin)	47.4	kcal/mol

Structure (XYZ):
```
11
C2H5BrN3, DFT ωB97M-V/def2-TZVPD
C 0.779 0.721 0.583
C 0.865 -1.241 -0.399
N 2.152 0.190 0.644
N 2.177 -0.885 0.017
N 0.067 -0.315 -0.095
Br -3.242 0.093 -0.207
H 0.306 0.912 1.620
H 0.660 1.782 0.085
H 0.646 -2.168 -1.004
H -3.511 1.244 -0.887
H -0.897 -0.335 -0.356
```

***

Record 4
Entry from the Open Molecules 2025 dataset: the molecule C2H5BrNP (ωB97M-V/def2-TZVPD).

Output
HOMO	-9.15	eV
E_LUMO	0.5	eV
largest force on an atom	3.1	eV/A
multiplicity	1
net charge	0
energy relative to the best compared isomer or geometry (same formula, charge and spin)	30.8	kcal/mol
SMILES	CP/N=C\Br

Structure (XYZ):
```
10
C2H5BrNP, DFT ωB97M-V/def2-TZVPD
C -0.721 0.831 0.295
C 2.084 -1.309 -0.560
N 0.943 -1.574 -0.184
P -0.219 -0.913 0.807
Br 3.217 0.216 0.128
H -0.348 1.543 0.968
H -0.415 1.241 -0.619
H -1.730 0.915 0.118
H 2.762 -1.750 -1.191
H -1.278 -1.412 0.082
```

***

Record 5
Entry from the Open Molecules 2025 dataset: a cluster of 2 separate species, C2H5Cl in total (ωB97M-V/def2-TZVPD).

Output
HOMO (spin up / spin down)	-8.70 / -8.18	eV
E_LUMO (spin up / spin down)	0.3 / 0.3	eV
largest force on an atom	4.9	eV/A
multiplicity	1
net charge	0
energy relative to the best compared isomer or geometry (same formula, charge and spin)	99.6	kcal/mol

Structure (XYZ):
```
8
C2H5Cl, DFT ωB97M-V/def2-TZVPD
C 0.498 0.967 -0.357
C -0.325 -1.340 1.077
Cl 1.132 -2.047 1.488
H 0.223 0.271 -1.122
H -0.256 1.697 0.072
H 1.464 1.067 -0.163
H -1.005 -1.787 0.361
H -0.660 -0.363 1.635
```

***

Record 6
Entry from the Open Molecules 2025 dataset: a structure of composition C2H5Cl2Hg2O (ωB97M-V/def2-TZVPD).

Output
HOMO	-21.40	eV
E_LUMO	-17.2	eV
largest force on an atom	2.4	eV/A
multiplicity	1
net charge	+3
energy relative to the best compared isomer or geometry (same formula, charge and spin)	0.0	kcal/mol

Structure (XYZ):
```
12
C2H5Cl2Hg2O, DFT ωB97M-V/def2-TZVPD
Hg 2.745 2.264 -0.173
Hg 1.198 -0.450 2.197
C -0.448 1.897 0.577
O 0.862 1.338 0.691
H -0.442 2.877 0.092
H -1.071 1.247 -0.044
H -0.916 2.050 1.553
C -0.542 -2.177 -0.936
Cl 1.045 -1.963 -0.089
Cl -0.275 -3.137 -2.349
H -1.206 -2.726 -0.274
H -0.950 -1.219 -1.244
```

***

Record 7
Entry from the Open Molecules 2025 dataset: the molecule C2H5Cl2N (ωB97M-V/def2-TZVPD).

Output
HOMO	-10.23	eV
E_LUMO	0.9	eV
largest force on an atom	4.8	eV/A
multiplicity	1
net charge	0
energy relative to the best compared isomer or geometry (same formula, charge and spin)	4.0	kcal/mol
SMILES	N[C@H](Cl)CCl

Structure (XYZ):
```
10
C2H5Cl2N, DFT ωB97M-V/def2-TZVPD
C -0.773 0.830 -0.275
C 0.030 -0.310 0.474
N 1.441 -0.203 0.106
Cl -2.432 0.771 0.032
Cl -0.628 -2.025 -0.172
H -0.558 0.626 -1.422
H -0.397 1.925 -0.072
H -0.100 -0.254 1.492
H 1.835 -0.924 0.709
H 1.583 -0.436 -0.871
```

***

Record 8
Entry from the Open Molecules 2025 dataset: a cluster of 2 separate species, C2H5Cl2N in total (ωB97M-V/def2-TZVPD).

Output
HOMO (spin up / spin down)	-8.06 / -9.33	eV
E_LUMO (spin up / spin down)	-0.6 / 0.0	eV
largest force on an atom	2.9	eV/A
multiplicity	1
net charge	0
energy relative to the best compared isomer or geometry (same formula, charge and spin)	94.5	kcal/mol

Structure (XYZ):
```
10
C2H5Cl2N, DFT ωB97M-V/def2-TZVPD
C -0.513 0.659 -0.345
C -0.613 -0.688 0.180
N 1.261 -1.678 -1.178
Cl -1.673 -1.738 -0.451
Cl 2.233 -0.283 -1.181
H -0.294 1.436 0.367
H -1.463 0.951 -0.825
H 0.284 0.674 -1.146
H -0.372 -0.908 1.236
H 1.485 -2.302 -0.347
```

***

Record 9
Entry from the Open Molecules 2025 dataset: a structure of composition C2H5Cl4HgO (ωB97M-V/def2-TZVPD).

Output
HOMO	-5.12	eV
E_LUMO	2.7	eV
largest force on an atom	1.4	eV/A
multiplicity	1
net charge	-1
energy relative to the best compared isomer or geometry (same formula, charge and spin)	3.6	kcal/mol

Structure (XYZ):
```
13
C2H5Cl4HgO, DFT ωB97M-V/def2-TZVPD
Hg -0.244 1.715 0.838
C -2.045 -0.971 1.612
O -0.927 -0.176 1.477
H -2.350 -1.426 0.658
H -1.848 -1.801 2.314
H -2.876 -0.433 2.097
Cl -1.944 3.552 1.363
Cl 1.793 3.133 0.919
C 2.131 -0.861 -2.228
Cl 1.051 0.223 -1.324
Cl 2.690 -0.128 -3.732
H 2.970 -1.046 -1.568
H 1.598 -1.783 -2.425
```

***

Record 10
Entry from the Open Molecules 2025 dataset: a cluster of 2 separate species, C2H5ClFN in total (ωB97M-V/def2-TZVPD).

Output
HOMO	-10.56	eV
E_LUMO	0.6	eV
largest force on an atom	6.0	eV/A
multiplicity	1
net charge	0
energy relative to the best compared isomer or geometry (same formula, charge and spin)	59.1	kcal/mol

Structure (XYZ):
```
10
C2H5ClFN, DFT ωB97M-V/def2-TZVPD
C -0.293 0.315 0.468
C 0.922 0.463 -0.396
H -0.807 -1.565 -0.692
H -2.074 -0.700 0.716
H -0.772 1.259 0.497
H 0.072 -0.083 1.463
H 0.685 0.281 -1.519
N -1.294 -0.556 -0.439
F 1.586 1.603 -0.115
Cl 1.975 -1.017 0.019
```

***

Record 11
Entry from the Open Molecules 2025 dataset: the molecule C2H5ClN3OP3 (ωB97M-V/def2-TZVPD).

Output
HOMO	-8.91	eV
E_LUMO	-1.5	eV
largest force on an atom	4.2	eV/A
multiplicity	1
net charge	0
energy relative to the best compared isomer or geometry (same formula, charge and spin)	0.0	kcal/mol

Structure (XYZ):
```
15
C2H5ClN3OP3, DFT ωB97M-V/def2-TZVPD
C 2.772 1.579 0.265
C 1.741 2.300 0.697
N -2.815 -1.757 0.389
N -2.174 -3.058 -1.831
N -1.470 0.340 1.193
O 0.525 1.827 1.092
P -2.776 -0.423 1.365
P -1.697 -2.448 -0.498
P 0.043 0.349 0.584
Cl -0.433 0.760 -1.339
H 3.546 2.022 -0.248
H 2.772 0.466 0.339
H 1.718 3.411 0.661
H -1.335 -3.301 -2.453
H -0.416 -2.068 -0.215
```

***

Record 12
Entry from the Open Molecules 2025 dataset: a structure of composition C2H5ClNO (ωB97M-V/def2-TZVPD).

Output
HOMO	-3.09	eV
E_LUMO	4.3	eV
largest force on an atom	3.7	eV/A
multiplicity	1
net charge	-1
energy relative to the best compared isomer or geometry (same formula, charge and spin)	111.8	kcal/mol

Structure (XYZ):
```
10
C2H5ClNO, DFT ωB97M-V/def2-TZVPD
C -0.381 0.783 0.636
C -0.319 -0.663 0.226
N 0.431 -0.732 -1.549
O 0.207 0.361 -2.032
Cl 2.500 -0.882 -0.921
H -0.772 1.429 -0.212
H -1.136 1.029 1.478
H 0.471 1.086 1.240
H 0.374 -1.330 0.822
H -1.377 -1.081 0.311
```